The following is a quantum chemistry calculation of a structure of composition C5H8F6N7NdO6S2, from OMol25.

Relative energy (zero: lowest compared OMol25 entry of this formula, charge and spin) in kcal per mole: 0.11
Multiplicity: 4
⟨S²⟩: 3.752
Total charge: +2
E in eV: -81262.948
HOMO-LUMO gap (spin up / spin down) in eV: 9.21 / 9.24
HOMO (spin up / spin down) in eV: -16.946 / -16.953

Last column: natural (NBO) charge in e.
Atoms and positions in Å:
1 F -4.7316 10.2141 3.1234  -0.2548
2 Nd -3.6397 12.5935 8.1104  1.9601
3 N -2.7261 9.7334 6.1690  -1.0394
4 F -2.7685 7.3556 8.7967  -0.2836
5 F -4.4643 12.3797 3.2610  -0.2723
6 O -2.6201 12.2396 5.8048  -0.9425
7 S -3.4928 11.0485 5.6177  1.9704
8 H -2.9811 17.4515 6.6088  0.2878
9 H -2.0890 17.9238 8.0795  0.3218
10 F -0.9671 8.3684 9.6428  -0.2571
11 O -6.6136 13.0524 10.9947  -0.2605
12 H -1.2921 16.9967 6.6774  0.3120
13 O -1.9478 10.9757 8.4111  -0.9469
14 H -7.5357 14.4947 10.2712  0.4545
15 N -5.6412 13.5923 8.9751  -0.5536
16 H -5.4968 13.5603 5.7422  0.4101
17 H -8.4545 15.0508 8.8712  0.4322
18 C -3.9392 11.1878 3.5249  0.9571
19 C -2.1791 17.0964 7.2928  -0.7738
20 N -5.3661 14.2628 6.4487  -0.6616
21 O -4.5919 12.2863 10.3958  -0.4281
22 C -1.6754 8.1440 8.5191  0.8738
23 N -6.6213 14.4534 7.1136  -0.4152
24 C -2.5673 15.8273 7.8597  0.5881
25 C -6.6546 14.1988 8.4627  0.6586
26 N -7.5860 14.7423 9.2780  -0.7286
27 O -4.8365 11.3774 6.3510  -0.9541
28 S -2.6395 9.7790 7.8530  2.0620
29 F -2.7590 11.0573 2.8379  -0.2768
30 H -7.2248 15.1409 6.6583  0.4262
31 N -5.6749 12.9983 10.2114  0.6372
32 F -0.8767 7.4299 7.6660  -0.2651
33 N -2.7537 14.7317 8.2199  -0.5626
34 H -4.9995 15.1589 6.0598  0.3968
35 O -3.9660 9.8005 8.4536  -0.8720

Cartesian forces, eV/Å:
0.3 0.9 1.2
-0.6 -0.7 0.1
-0.6 0.7 1.0
1.8 1.6 -0.3
0.5 -1.1 1.3
-0.7 -0.2 0.0
-1.2 0.7 0.4
0.3 -0.3 0.4
0.1 -1.4 -0.9
-1.5 0.6 -1.9
2.3 -0.2 -1.3
0.4 -0.1 0.2
0.9 -0.7 -0.9
-0.4 0.1 -0.6
2.3 -2.1 1.0
-0.1 -0.1 -0.6
-0.2 0.2 0.2
1.7 -1.4 -2.2
-1.1 1.9 0.5
0.1 0.4 0.8
-2.4 1.9 -0.4
0.2 -3.5 0.4
0.7 0.2 0.2
0.5 -2.2 0.5
-2.8 3.3 0.2
0.3 -0.7 -1.4
2.6 -0.8 -1.6
-0.6 -0.1 -0.3
-1.8 0.5 2.0
-0.1 -0.4 0.7
0.1 -1.5 1.3
-1.7 2.3 1.0
0.7 3.6 -0.6
-0.7 -1.0 0.4
0.5 -0.6 -0.4

The following is a quantum chemistry calculation of a cluster of 4 separate species, C4H8Cl8 in total, from OMol25.

Relative energy (zero: lowest compared OMol25 entry of this formula, charge and spin) in kcal per mole: 10.46
Multiplicity: 2
⟨S²⟩: 0.753
Total charge: +1
E in eV: -104445.776
HOMO-LUMO gap (spin up / spin down) in eV: 10.58 / 2.70
HOMO (spin up / spin down) in eV: -13.690 / -13.627

Last column: natural (NBO) charge in e.
Atoms and positions in Å:
1 Cl -0.4115 1.3329 4.6193  0.0609
2 H -0.2626 1.1536 -1.4341  0.3041
3 H 0.8477 -2.9916 1.6347  0.2416
4 C -0.8015 3.0167 3.9623  -0.3609
5 Cl -0.1175 0.8812 0.9483  0.1926
6 H 0.1433 -0.4350 -0.9976  0.3080
7 C 0.9697 -0.6264 -4.9803  -0.3443
8 H 1.6887 0.1747 -4.8091  0.2277
9 H 0.0792 3.6328 4.1434  0.2562
10 Cl -0.3875 -0.4691 -3.7704  -0.0737
11 C 0.3902 0.5996 -0.7595  -0.4602
12 Cl 2.1035 0.8283 -0.9828  0.1686
13 Cl -0.8913 -2.8861 -0.0198  0.0387
14 H -0.4663 -1.8236 2.0896  0.2317
15 Cl 0.2763 -0.2695 -6.6389  -0.0160
16 Cl -1.0283 -4.0488 2.7185  0.0610
17 H -0.9384 2.7406 2.9167  0.2336
18 C -0.2254 -2.8077 1.6877  -0.3734
19 Cl -2.3741 3.6223 4.6215  0.0669
20 H 1.4058 -1.6249 -4.9495  0.2368

Cartesian forces, eV/Å:
-0.1 1.1 -0.2
0.1 0.5 0.0
-0.3 0.0 0.0
-1.0 -1.5 0.9
0.1 -0.1 -1.0
-0.1 -0.8 0.1
-0.9 0.9 -1.0
-0.2 -0.3 0.2
-0.4 0.2 0.1
0.8 -0.3 -0.4
0.4 0.2 1.2
-0.7 0.1 -0.2
0.5 0.2 1.0
0.0 0.0 -0.1
0.6 -0.5 1.2
0.6 0.9 -0.7
-0.1 0.6 -0.3
-0.7 -0.8 -0.4
1.6 -0.3 -0.6
-0.3 0.2 0.0

The following is a quantum chemistry calculation of a structure of composition C22H25BKN10O4S, from OMol25.

Total charge: -1
E in eV: -74152.595
HOMO-LUMO gap in eV: 8.39
HOMO in eV: -6.094

Last column: natural (NBO) charge in e.
Atoms and positions in Å:
1 H -4.6952 -0.7133 -6.0942  0.2040
2 C -1.7118 3.3110 2.8944  -0.0207
3 N -1.9132 0.3157 -0.9540  -0.9242
4 K 1.6743 -0.0258 0.7435  0.9286
5 H -0.9820 -0.1503 -1.0199  0.4583
6 C 2.4611 -1.0433 5.7025  -0.3875
7 C 0.6799 1.1451 -2.0791  0.7634
8 N -2.3742 -2.7018 1.9936  -0.3350
9 C -1.1292 -2.6469 1.5031  0.2092
10 H -3.0271 -3.4641 1.9610  0.4150
11 H -2.4393 2.3539 -1.0321  0.2002
12 C 6.6244 -0.5648 1.1135  -0.3856
13 C 3.4641 -0.1530 5.3685  -0.0363
14 C -0.3325 2.1096 -1.4341  -0.5282
15 H 0.3989 3.1714 2.4895  0.2092
16 C -1.7871 1.6570 -1.5592  -0.2148
17 H 4.8918 1.7907 3.9949  -0.0688
18 C 5.4307 -0.5929 0.3784  -0.0718
19 C -1.6905 0.7008 2.4224  0.1248
20 H -1.6954 4.3786 3.0787  0.1932
21 H 5.2430 -1.0164 -0.5969  0.1958
22 H -0.2130 3.0982 -1.8773  0.2238
23 C -1.7074 -0.7460 2.1521  0.2757
24 C -1.5117 -1.2977 -5.1258  -0.2019
25 H 3.3792 1.9760 2.6600  -0.0684
26 H 4.2882 0.2497 5.9344  0.2068
27 H -0.7749 -1.2332 -3.1236  0.2630
28 N -0.6612 -1.4268 1.6046  -0.4893
29 N -2.8800 2.6798 2.9991  -0.3810
30 B 4.1281 1.2222 3.2423  0.2014
31 H -1.8807 -2.2298 -7.7053  0.2165
32 C -2.6008 -1.1531 -5.9871  -0.0089
33 S -3.1077 -0.6415 -1.4792  2.3289
34 C -2.4175 -1.3089 -7.4716  -0.6276
35 O -2.8933 -1.9383 -0.8901  -0.9722
36 H -2.0962 1.6384 -2.6108  0.1882
37 C -3.8380 -0.8380 -5.4424  -0.2313
38 N -0.5303 1.3380 2.3106  -0.3737
39 H -1.8327 -0.4828 -7.8813  0.2218
40 H -0.6254 -3.5010 1.0820  0.2094
41 H -4.9521 -0.3984 -3.6531  0.2369
42 C -2.9015 -0.8238 -3.2375  -0.2779
43 C -2.8636 1.3760 2.7647  0.0333
44 C -1.6493 -1.1406 -3.7589  -0.2103
45 N 3.2878 0.2275 4.0914  -0.3098
46 O 1.4211 1.5549 -2.9667  -0.6894
47 O -4.3606 0.0382 -1.2861  -0.9628
48 H 7.5870 -0.9641 0.8427  0.2107
49 C -0.5467 2.6446 2.5541  -0.0041
50 N 4.4511 0.0196 1.0333  -0.3277
51 H -0.5312 -1.5239 -5.5288  0.2146
52 C -3.9905 -0.6645 -4.0715  -0.1977
53 N 2.2080 -0.3766 3.5671  -0.3131
54 H -3.7989 0.8358 2.8317  0.2142
55 H -3.3747 -1.3338 -7.9921  0.2088
56 H 0.8160 -1.7272 4.3268  0.1913
57 C 6.2809 0.1181 2.2644  -0.0314
58 H -0.1156 2.2139 -0.3635  0.2000
59 H 2.2982 -1.5323 6.6481  0.2099
60 O 0.6501 -0.0379 -1.5803  -0.8629
61 H 6.8525 0.4015 3.1330  0.2070
62 C 1.7036 -1.1443 4.5254  -0.0768
63 N 4.9825 0.4551 2.1918  -0.3085
64 N -2.7696 -1.4842 2.3990  -0.2646

Cartesian forces, eV/Å:
0.0 0.0 0.0
0.1 0.0 0.0
-0.1 0.0 -0.2
0.2 0.0 0.5
0.0 0.0 0.0
0.0 0.0 0.0
0.0 -0.2 0.1
0.0 0.0 -0.1
-0.1 0.0 0.0
0.0 0.0 0.0
-0.1 0.0 0.0
0.0 0.0 0.0
0.1 0.1 -0.1
-0.1 0.3 0.0
0.0 0.0 0.0
0.0 -0.1 0.1
0.0 0.0 0.0
0.0 0.0 0.0
0.1 0.0 0.0
-0.1 0.0 0.0
0.0 0.0 0.0
-0.1 0.0 -0.1
0.0 0.0 0.0
0.0 0.0 0.0
0.0 0.0 0.0
0.0 0.0 0.1
-0.1 0.0 0.1
0.0 0.0 0.0
0.0 0.0 0.0
0.1 0.0 0.1
0.0 0.0 0.0
0.1 0.0 0.0
0.0 0.1 0.1
0.0 0.0 0.0
0.0 0.0 0.0
0.1 0.0 0.0
0.0 0.0 0.0
-0.1 0.0 -0.1
0.0 0.0 0.0
0.0 0.0 0.0
0.0 0.0 0.0
0.2 0.0 0.1
0.0 0.0 0.0
0.0 0.0 0.0
-0.1 -0.1 -0.1
0.0 0.0 -0.1
0.0 0.0 0.0
0.0 0.0 0.0
0.0 0.0 0.1
0.0 0.0 0.0
0.0 0.0 0.0
-0.1 0.0 -0.1
0.0 -0.1 -0.1
0.0 0.0 0.0
0.0 0.0 0.0
0.0 0.0 0.0
-0.1 0.1 0.1
0.1 -0.1 -0.1
0.0 0.0 0.0
0.0 0.0 -0.2
0.1 0.0 0.0
0.0 0.0 0.0
-0.1 0.0 -0.1
0.0 0.0 0.0

The following is a quantum chemistry calculation of a cluster of 5 separate species, C20H41I2N2O17P5 in total, from OMol25.

SMILES string: O=[PH2]c1cnc2ccc(I)c(I)c2n1.COP(=O)(OC)OC.COP(=O)(OC)OC.COP(=O)(OC)OC.COP(=O)(OC)OC
Total charge: 0
E in eV: -121821.867
HOMO-LUMO gap in eV: 5.96
HOMO in eV: -8.614

Last column: Mulliken charge in e.
Atoms and positions in Å:
1 C -3.9888 -2.6940 -7.6787  -0.3725
2 C 3.2815 1.1185 8.1136  -0.5051
3 H 3.5288 1.5277 7.1336  0.2273
4 H 2.0966 -3.0429 5.1299  0.2837
5 H -8.3410 -2.2337 -9.7426  0.2510
6 H -3.0386 -2.1854 -7.8535  0.2421
7 H -0.1636 4.8646 2.9714  0.3298
8 C 3.1658 -0.0312 2.3778  -0.5462
9 C 2.4207 -3.6532 5.9759  -0.7250
10 H 2.7815 1.8976 8.6920  0.2421
11 C -2.0863 -0.2703 -5.4491  -0.2174
12 H 1.5718 -3.8569 6.6339  0.3256
13 P -6.0241 -3.8681 -9.0099  1.0118
14 H 0.7278 9.8427 4.5275  0.2502
15 H -8.0847 -0.9700 -8.5327  0.2477
16 N -3.0549 -2.2214 -2.0944  -0.3625
17 H -7.0048 -6.3928 -9.8664  0.3181
18 P -3.3176 -3.6844 0.3398  0.3270
19 O 2.3797 0.0278 7.9875  -0.4623
20 H 2.8174 -4.5981 5.6078  0.2509
21 P 2.9571 -1.4407 7.3129  1.0463
22 H 5.7879 8.5084 4.6986  0.2410
23 C -0.8560 -3.4477 -1.3648  -0.2015
24 O 4.2551 7.5122 3.7982  -0.4765
25 C -0.5808 -0.6766 -5.6290  -0.4071
26 H 2.6998 3.8496 0.7372  -0.0391
27 H 0.2250 8.2622 5.1402  0.2561
28 C -2.3470 -3.0518 -1.1744  0.1617
29 O -4.4439 -3.2039 -8.9243  -0.5066
30 H 4.1893 0.8291 8.6440  0.2632
31 C 2.9912 3.0339 0.0770  -0.5319
32 H 0.0469 -0.2955 -6.5188  0.3128
33 H 3.4374 -0.8502 3.0465  0.2554
34 O 2.1344 8.3747 4.3600  -0.3249
35 C 0.8698 5.2039 2.9209  -0.7612
36 C -7.6607 -5.5775 -10.1796  -0.7747
37 N -0.0011 -3.0614 -2.4399  -0.5219
38 I -3.0412 1.0276 -6.8935  0.1312
39 H -7.3551 -5.2117 -11.1636  0.3419
40 H -4.1375 -2.5558 0.7460  0.0988
41 H -3.8146 -3.5059 -6.9715  0.2615
42 C -2.8922 -0.8238 -4.2531  -0.4856
43 O -7.6076 -4.5120 -9.2337  -0.2965
44 C -2.2195 -1.7682 -3.1702  0.6520
45 C 4.7360 -2.7290 8.8854  -0.5731
46 C 4.8495 8.0272 4.9808  -0.5111
47 C -0.7373 -2.1905 -3.3167  0.6306
48 H 4.0747 3.0626 -0.0667  0.3469
49 C -7.9934 -2.0407 -8.7264  -0.6048
50 O -2.4146 -4.1654 1.4926  -0.6150
51 P 2.9940 0.4185 -0.2809  0.9637
52 O 1.5637 0.3794 -0.8177  -0.5743
53 O 3.5945 -0.7390 6.1150  -0.5706
54 C 0.0452 -1.6287 -4.5780  -0.4320
55 O 1.0460 6.2808 3.8389  -0.3391
56 H 4.2132 8.7736 5.4574  0.2595
57 H 2.1799 0.3339 2.6713  0.2568
58 O 3.4935 -0.9103 -1.2450  -0.5003
59 P 2.6588 6.8874 3.8873  1.1299
60 H -4.6903 -1.9710 -7.2608  0.2198
61 H 2.5074 -2.4436 -0.2323  0.2527
62 H -0.3937 -4.1361 -0.5610  0.3489
63 H 2.4850 3.1472 -0.8845  0.3291
64 C 2.6939 -2.0851 -1.2457  -0.5371
65 O 4.0366 -1.5430 8.5517  -0.2711
66 H -4.2731 -4.6845 -0.1057  0.1196
67 I -5.0223 -0.3470 -3.9687  0.1154
68 O 2.9726 6.0262 5.1094  -0.6026
69 O 2.6231 1.7985 0.6841  -0.2218
70 O -5.8168 -4.7414 -7.7739  -0.5902
71 H 5.4981 -2.9417 8.1334  0.2551
72 H -8.6851 -5.9417 -10.2403  0.2401
73 H 5.0765 7.2208 5.6790  0.2305
74 H 4.0523 -3.5722 8.9958  0.2516
75 O 3.1264 -0.5358 1.0526  -0.2573
76 H 0.3177 8.5693 3.3715  0.2557
77 H -8.6083 -2.5718 -7.9973  0.2785
78 H 1.7541 -1.9085 -1.7634  0.2306
79 C 0.7732 8.7675 4.3429  -0.5667
80 H 3.2402 -2.8606 -1.7866  0.3499
81 O -6.6321 -2.4014 -8.5738  -0.2343
82 H 1.0816 5.5504 1.9056  0.3298
83 H 1.1414 -1.9312 -4.7628  0.3032
84 H 3.9173 0.7532 2.4785  0.2314
85 H 5.2374 -2.5696 9.8422  0.2538
86 H 1.5356 4.3767 3.1778  0.2887
87 O 3.4437 -2.9790 6.7064  -0.2813

Cartesian forces, eV/Å:
0.0 0.0 0.7
0.6 0.3 -0.2
0.0 -0.2 0.0
0.0 0.0 0.0
-0.1 0.0 0.2
-0.1 -0.1 -0.3
0.0 0.1 0.1
0.0 -0.1 0.6
-0.2 -0.3 -0.3
-0.2 -0.2 0.0
0.5 -2.4 3.1
0.0 -0.2 -0.2
-0.3 1.2 9.7
0.2 -0.1 0.0
0.3 -0.1 0.0
4.8 -1.7 0.4
0.0 0.0 0.0
1.8 -0.3 2.0
-2.7 -2.5 0.5
0.1 0.1 0.1
8.4 4.8 -1.7
-0.1 -0.1 -0.3
-0.2 0.6 -1.0
-1.1 -0.5 -3.5
-1.0 -2.2 3.6
0.0 -0.1 0.0
-0.1 -0.1 -0.2
1.0 1.2 -2.8
-0.7 -0.5 -3.6
0.0 0.0 -0.1
0.0 0.3 -0.1
-1.3 -0.7 1.7
0.0 0.0 -0.2
-0.1 -0.3 -1.5
-0.1 -0.3 -0.2
-0.1 -0.3 -0.2
-6.1 1.1 1.5
0.9 -0.9 1.0
-0.2 -0.2 -0.1
0.4 -0.7 -0.7
-0.2 0.0 -0.1
3.1 -0.1 -1.3
1.5 0.7 -3.2
0.0 0.2 -0.6
0.4 -0.2 0.2
0.0 0.1 0.6
0.3 1.1 -2.1
-0.1 0.3 0.0
-0.4 0.3 0.1
-1.7 0.8 -2.6
-8.1 -5.4 2.0
1.2 1.0 -0.8
-1.7 -0.6 -0.1
-2.4 1.7 -1.2
1.2 0.7 -3.3
0.0 -0.1 0.0
0.1 0.2 0.0
2.9 2.4 0.0
0.6 1.3 9.7
0.0 -0.1 0.0
0.0 0.1 0.0
-0.9 1.3 -1.5
0.0 0.1 0.0
-0.5 -0.2 0.1
-1.3 -0.8 0.2
0.7 0.8 0.0
1.9 -0.4 -0.3
0.2 -0.6 -1.7
3.3 0.3 -1.2
0.4 -0.6 -1.6
-0.1 -0.1 0.0
0.0 0.1 0.1
-0.2 0.0 0.0
0.2 0.0 -0.1
1.2 1.0 -0.5
-0.1 0.0 0.2
-0.1 -0.1 -0.2
0.2 0.2 0.2
-0.4 0.3 0.2
0.2 0.2 0.0
0.1 -0.3 -1.5
-0.2 -0.2 0.0
-2.0 0.4 0.6
-0.2 0.0 0.1
-0.2 0.2 0.0
0.0 -0.1 0.0
-3.2 -0.3 1.7

The following is a quantum chemistry calculation of a structure of composition C7H11O5Sc, from OMol25.

Total charge: +2
E in eV: -38358.325
HOMO-LUMO gap in eV: 8.65
HOMO in eV: -17.707

Last column: natural (NBO) charge in e.
Atoms and positions in Å:
1 H -3.5249 1.6213 0.1231  0.1828
2 H 3.8731 0.1912 0.7941  0.2454
3 Sc 0.5332 0.2972 -1.4778  2.1895
4 H -3.0398 -0.6283 -1.6824  0.2559
5 C -2.4296 1.5043 -0.0083  0.4063
6 H 3.6420 -0.2964 -0.9160  0.2126
7 H -1.9055 -2.7472 -0.8905  0.2049
8 C 3.3692 0.4408 -0.1478  -0.2885
9 O -0.5440 0.0961 0.3308  -0.6089
10 H 0.0409 1.2730 1.8931  0.2346
11 O -1.2524 0.2681 -2.2517  -0.7841
12 H -2.4914 -0.5164 0.7839  0.2505
13 C -1.3376 -1.9056 -1.3278  0.4811
14 O -1.7059 2.4244 -0.3129  -0.4629
15 H 3.6696 1.4488 -0.4489  0.2379
16 C -1.9749 -0.5167 -1.4035  -0.0350
17 O -0.1494 -2.0124 -1.5824  -0.5737
18 C 0.1166 0.2279 1.5722  -0.0946
19 C 1.5500 -0.1668 1.2786  -0.1004
20 H 2.2030 0.1804 2.0898  0.2520
21 H 1.6502 -1.2565 1.1742  0.2204
22 C -1.9198 0.0812 0.0560  -0.0257
23 H -0.3272 -0.4544 2.3092  0.2467
24 O 1.9545 0.4463 0.0451  -0.6469

Cartesian forces, eV/Å:
0.3 0.1 0.1
-0.1 0.0 -0.3
-1.9 -0.5 -1.4
0.3 0.2 -0.1
-0.5 1.2 -0.7
0.0 0.1 0.2
0.1 0.0 -0.5
1.6 0.2 -0.3
1.2 -0.5 -2.0
0.0 -0.2 0.1
2.2 0.5 0.7
0.3 0.1 -0.1
-0.2 0.1 0.8
-0.1 -1.1 0.5
0.0 -0.2 0.0
-1.7 -0.9 0.6
0.4 1.0 0.1
0.2 0.4 1.1
-0.2 -0.6 1.2
-0.2 -0.1 -0.2
0.0 0.2 0.0
-1.1 -0.5 0.1
0.1 0.2 -0.1
-0.8 0.1 0.1